# 1
77
Properties=species:S:1:pos:R:3:forces:R:3 method="wB97M-V/def2-TZVPD" gap_ev="6.6 / 8.0" multiplicity=5 max_force_ha_per_bohr=0.01749 s2=6.0456 total_charge=0 lumo_ha="0.007 / -0.014" e_homo_ha="-0.2339 / -0.3098"
Os -0.563424 0.488162 0.100916 0.1 0.4 0.0
C 2.189734 0.989037 0.517100 0.0 0.1 0.0
C 1.392901 1.533786 -0.536306 0.0 0.2 -0.1
C 1.067266 0.449409 -1.439684 -0.1 0.3 -0.2
C 1.636177 -0.741015 -0.871760 -0.2 -0.2 0.0
C 2.279517 -0.401199 0.328943 0.1 0.0 0.1
C 2.960062 -1.380437 1.237489 0.0 0.0 -0.1
C 1.570296 -2.117509 -1.453801 0.0 0.1 0.0
C 0.772118 0.637515 -2.899929 -0.1 0.0 0.1
C 1.362843 3.002353 -0.858515 0.0 -0.1 0.0
C 2.857999 1.819585 1.560915 -0.1 0.0 0.0
H 3.947163 -1.650004 0.850535 0.0 0.0 0.0
H 2.379626 -2.302321 1.323110 0.0 0.0 0.0
H 3.097747 -0.975439 2.240128 0.0 0.0 0.0
H 2.530214 -2.392438 -1.902896 0.0 0.0 0.0
H 0.808144 -2.193549 -2.227765 0.0 0.0 0.0
H 1.346498 -2.858513 -0.682409 0.0 0.0 0.0
H 1.693268 0.893137 -3.432528 0.0 0.0 0.0
H 0.053012 1.440995 -3.067941 0.0 0.0 0.0
H 0.374667 -0.272979 -3.346350 0.0 0.0 0.0
H 2.375645 3.351017 -1.090283 -0.1 0.0 0.0
H 0.994012 3.583017 -0.010001 0.0 0.0 -0.1
H 0.730332 3.215252 -1.720649 0.0 0.0 0.0
H 3.646568 2.425560 1.103121 0.0 0.0 0.0
H 3.322069 1.207398 2.332927 0.0 0.0 0.0
H 2.157850 2.510600 2.034052 0.0 0.0 0.0
C -1.753115 0.411775 5.559058 0.1 0.0 0.0
C -0.602284 1.409984 5.683523 -0.1 -0.1 -0.1
C 0.547780 1.199862 4.659329 0.0 0.0 0.0
C 1.780809 2.081978 5.003528 0.0 -0.1 0.1
C 2.151090 2.208078 6.482757 0.0 0.0 -0.1
C 0.942771 -0.267645 4.720738 0.0 0.0 0.1
O 1.568104 -0.754614 5.635001 -0.1 0.0 -0.1
N 0.510265 -1.073137 3.677503 -0.1 0.1 -0.1
C -0.063980 -0.611252 2.517206 0.0 -0.1 0.2
O -0.325876 -1.399235 1.582011 0.1 0.2 0.2
N -0.316481 0.690003 2.343632 -0.2 0.0 -0.5
C 0.014164 1.645317 3.273047 -0.2 0.0 0.1
O -0.146882 2.826695 3.043785 0.0 -0.1 0.0
H -2.598696 0.725374 6.173169 0.0 0.0 0.0
H -1.448940 -0.581872 5.898384 0.0 0.0 0.0
H -2.106235 0.331181 4.530901 -0.1 0.0 -0.1
H -0.180108 1.333090 6.682439 0.0 0.0 0.0
H -0.965527 2.428700 5.544633 0.0 0.1 0.0
H 1.579571 3.068101 4.593184 0.0 0.1 0.0
H 2.638203 1.677717 4.464027 0.0 0.0 0.0
H 1.432661 2.824707 7.023057 0.0 0.0 0.0
H 3.125975 2.692640 6.568243 0.0 0.0 0.0
H 2.216126 1.232754 6.960891 0.0 0.0 0.0
H 0.737363 -2.053955 3.721577 0.0 -0.1 0.0
C -4.146458 2.480180 -1.089917 0.2 0.1 -0.1
C -3.020230 2.490142 -0.024296 -0.1 0.0 0.0
C -2.720204 3.951201 0.328757 0.0 0.0 0.1
C -1.768904 1.883542 -0.647351 0.4 -0.5 0.6
C -3.564706 1.711582 1.176576 0.1 0.0 -0.1
C -3.919187 2.330745 2.371283 0.0 0.0 0.1
C -4.561927 1.622182 3.380093 0.0 -0.1 0.0
C -4.846359 0.273431 3.225018 0.1 0.0 0.1
C -4.465286 -0.367818 2.055641 0.0 0.0 0.0
C -3.841773 0.350048 1.044503 -0.1 0.0 0.0
H -3.841890 3.046718 -1.978116 0.0 -0.1 0.1
H -5.051810 2.935300 -0.677875 0.0 0.0 0.0
H -4.386821 1.459932 -1.390454 0.0 0.0 0.0
H -2.337887 4.466191 -0.554043 0.0 0.0 0.0
H -1.963400 4.006801 1.115742 0.0 0.0 0.0
H -3.620884 4.478613 0.655597 0.1 0.0 0.0
H -1.295232 2.616847 -1.301275 0.0 -0.1 -0.2
H -3.704959 3.379575 2.530449 0.0 -0.1 0.0
H -4.845445 2.130130 4.294602 0.0 0.0 0.0
H -5.342829 -0.276916 4.014475 0.0 0.0 0.0
H -4.667661 -1.424050 1.919566 0.0 0.0 0.0
H -3.619833 -0.153628 0.113977 0.1 0.0 -0.1
Cl -1.813716 -1.506643 -1.562279 -0.1 -0.2 0.0
C -2.675513 -0.659367 -2.867010 0.1 -0.1 0.0
Cl -2.158643 -1.203481 -4.465629 0.0 0.0 0.1
H -2.458233 0.392673 -2.742008 0.0 0.2 0.0
H -3.728267 -0.874783 -2.761467 -0.1 0.0 0.0

# 2
80
Properties=species:S:1:pos:R:3:forces:R:3 method="wB97M-V/def2-TZVPD" gap_ev="4.8 / 5.3" multiplicity=4 max_force_ha_per_bohr=0.13318 s2=3.7812 total_charge=-2 lumo_ha="0.168 / 0.168" e_homo_ha="-0.0087 / -0.0274"
Cr 0.772127 0.001569 -0.115770 -3.9 -1.6 0.3
C -0.374564 -0.252335 5.664882 1.8 0.4 0.0
O 1.049375 -0.139000 5.450932 -0.8 -0.1 -0.5
C 1.738613 -0.332164 4.228434 -0.2 -0.6 -1.3
C 2.996949 -0.690871 4.718265 0.2 0.0 -0.1
C 4.067570 -1.117240 3.981318 0.4 0.1 0.6
C 3.893963 -1.199181 2.641744 0.1 0.0 -0.7
C 2.705257 -0.813172 2.039786 -0.7 0.4 0.3
C 2.853793 -0.967393 0.582854 -1.7 -1.3 -0.3
N 2.691824 0.025759 -0.216762 1.6 1.1 -1.3
N 2.930512 -0.305216 -1.578980 0.5 0.1 0.0
C 1.886797 -0.249066 -2.351389 0.1 0.2 -1.1
O 0.644960 -0.018250 -2.070410 1.5 0.5 -0.5
C 2.214308 -0.436772 -3.818877 0.5 -0.1 0.1
C 3.552241 -0.464451 -4.230047 0.0 0.0 -0.1
C 3.896002 -0.610550 -5.564206 -0.1 0.0 0.0
C 2.904150 -0.731733 -6.532662 0.0 0.0 0.0
C 1.575919 -0.703080 -6.140380 0.0 0.0 0.0
C 1.237924 -0.557206 -4.798910 -0.2 0.1 0.1
C 1.513698 -0.334524 2.708110 -0.5 0.4 -0.4
O 0.398109 0.022240 1.787752 5.6 -0.1 3.9
H -0.525602 -0.261691 6.749163 0.3 0.0 0.0
H -0.744361 -1.195809 5.275473 -0.5 0.5 -0.5
H -1.841020 1.470750 3.644122 0.7 -0.2 1.3
H 3.100784 -0.658048 5.793976 -0.1 0.0 0.0
H 5.003438 -1.389840 4.455928 0.0 0.0 0.0
H 4.704764 -1.532827 2.002994 -0.1 -0.1 0.0
H 3.243178 -1.912493 0.215716 0.3 0.1 0.0
H 4.319546 -0.359286 -3.476637 0.0 0.0 0.1
H 4.942777 -0.623336 -5.847891 0.0 0.0 0.0
H 3.166060 -0.840496 -7.579608 0.0 0.0 0.0
H 0.785286 -0.788361 -6.877190 0.0 0.0 0.0
H 0.195993 -0.527375 -4.513406 0.0 0.0 0.1
C -1.532604 -1.877133 -2.803873 -0.4 -0.1 -0.3
Si -2.137932 -1.580620 -1.051852 0.3 0.8 0.9
C -1.828549 -3.230524 -0.200096 -0.4 -0.2 0.0
C -4.036863 -1.432705 -1.240668 0.0 -0.3 -0.1
C -1.560611 -0.063681 -0.086038 0.1 -0.3 0.3
Si -1.584570 -0.319826 1.796351 1.9 -1.1 0.5
C -1.314183 1.467012 2.705560 -3.0 -0.2 -1.1
C -3.306877 -0.956302 2.371938 -0.2 0.6 0.0
C -0.521452 -2.108271 2.550756 -3.1 0.1 0.0
Si -1.918746 1.592160 -0.752510 0.1 -1.4 0.6
C -2.130506 1.684544 -2.624069 0.0 0.3 -0.1
C -3.483029 2.348981 0.010096 0.0 0.7 -0.4
C -0.408556 2.751248 -0.382662 -0.7 0.0 -0.1
C -0.483809 4.144498 -0.383787 0.2 0.1 0.1
C 0.639831 4.898864 -0.091444 -0.1 0.1 0.0
C 1.825185 4.242466 0.195168 0.0 0.0 0.0
C 1.833309 2.858818 0.166204 0.1 0.0 0.0
N 0.753150 2.128202 -0.120235 0.0 0.9 0.1
H -1.751557 -2.917000 -3.076130 -0.1 0.0 0.0
H -0.468937 -1.725391 -2.875867 0.3 0.0 0.1
H -2.043109 -1.231904 -3.528909 0.1 0.0 0.0
H -2.233262 -4.038247 -0.827532 0.0 0.1 0.0
H -2.320217 -3.292635 0.774127 0.1 0.0 -0.1
H -0.756933 -3.377813 -0.071581 0.1 0.1 0.0
H -4.453369 -2.326748 -1.722883 0.0 0.0 0.0
H -4.309844 -0.564876 -1.849717 0.0 0.0 0.0
H -4.508117 -1.324001 -0.260175 0.0 0.0 0.0
H -2.015968 2.215958 2.275952 0.6 -0.2 -0.5
H -0.315148 1.857745 2.604422 0.1 0.0 0.6
H -0.628585 0.714380 5.283026 -1.9 0.0 -0.5
H -4.100817 -0.269262 2.052050 -0.1 -0.1 0.0
H -3.370953 -1.051033 3.462382 0.1 0.0 0.0
H -3.500790 -1.939910 1.939498 0.0 0.1 0.0
H 0.395792 -2.207728 2.027585 0.6 -0.1 -0.5
H -1.074668 -3.061085 2.407564 0.0 0.5 0.0
H -0.388690 -2.057066 3.630537 0.2 0.2 0.1
H -2.951881 1.049525 -2.963421 0.0 0.0 0.0
H -1.210472 1.377394 -3.123821 0.0 -0.1 0.1
H -2.357068 2.713253 -2.932058 0.0 0.0 0.0
H -4.321280 1.671462 -0.167625 0.1 -0.1 0.0
H -3.738807 3.322651 -0.433868 -0.1 0.0 0.0
H -3.377716 2.495049 1.083470 -0.1 -0.1 -0.1
H -1.425512 4.634126 -0.602688 0.0 -0.1 0.0
H 0.592891 5.983043 -0.082524 0.0 0.0 0.0
H 2.729896 4.787470 0.431408 0.0 0.0 0.0
H 2.732456 2.289812 0.370178 0.0 0.0 0.0
O 0.869085 -1.783471 -0.110599 1.0 -0.1 0.3

ΔE to the lowest compared entry with this formula, charge and spin values, unit eV, following the record order: 0.9949; 6.7106.